Record 1
Density functional theory data (wB97M-V/def2-TZVPD) for the ion C2H3IN4 with charge +2 in a non-equilibrium geometry.

Results
Energy above the lowest of the compared OMol25 structures with the same formula, charge and spin (kJ/mol): 31.18
Net charge: +2
Kohn-Sham gap (alpha / beta) (Ha): 0.2525 / 0.2523

Geometry as XYZ:
```
10
Properties=species:S:1:pos:R:3:nbo_charge:R:1
C -0.52093 -0.22486 -0.72982 0.61
C -0.42804 -1.92377 -2.21222 0.25
N -1.56921 -0.18155 -1.67965 0.00
N -1.49949 -1.11286 -2.46551 -0.10
N 0.23744 -1.30777 -1.04333 -0.58
N -0.40721 0.63614 0.22350 -0.55
I 0.10601 -3.60256 -3.21448 0.91
H 1.08629 -1.66870 -0.60842 0.49
H -1.11079 1.38416 0.30824 0.49
H 0.33634 0.63495 0.92989 0.48
```

Record 2
Density functional theory data (wB97M-V/def2-TZVPD) for a cluster of 2 separate species, C2H3IO in total in a non-equilibrium geometry.

Results
Energy above the lowest of the compared OMol25 structures with the same formula, charge and spin (kJ/mol): 402.15
Kohn-Sham gap (alpha / beta) (Ha): 0.3033 / 0.3043

Geometry as XYZ:
```
7
Properties=species:S:1:pos:R:3:nbo_charge:R:1
C -0.85308 1.50100 1.24841 0.33
C 1.52618 -0.99809 -0.50662 -0.52
O -0.63607 2.36532 0.45724 -0.46
I 3.09210 0.37152 -0.14663 0.13
H -1.82158 1.15083 1.59606 0.12
H 0.69148 -0.50262 -0.87488 0.17
H 1.70567 -2.11044 -0.36331 0.21
```

Record 3
Density functional theory data (wB97M-V/def2-TZVPD) for the molecule C2H3IO2 in a non-equilibrium geometry.

Results
Energy above the lowest of the compared OMol25 structures with the same formula, charge and spin (kJ/mol): 550.15
Kohn-Sham gap (alpha / beta) (Ha): 0.2159 / 0.2557

Geometry as XYZ:
```
8
Properties=species:S:1:pos:R:3:nbo_charge:R:1
C -0.80703 0.41018 0.23139 0.79
C -0.26868 0.31100 -1.04892 -0.81
O -0.94678 0.38146 1.37050 -0.33
O 1.67436 -0.93426 1.00043 -1.09
I 0.84575 -0.82942 2.66764 0.52
H 0.35477 1.09521 -1.44476 0.31
H 0.23692 -0.73793 -1.02720 0.35
H -1.08930 0.30377 -1.74908 0.26
```

Record 4
Density functional theory data (wB97M-V/def2-TZVPD) for a structure of composition C2H3InO in a non-equilibrium geometry.

Results
Energy above the lowest of the compared OMol25 structures with the same formula, charge and spin (kJ/mol): 71.11
Net charge: +2
Kohn-Sham gap (alpha / beta) (Ha): 0.3218 / 0.2642

Geometry as XYZ:
```
7
Properties=species:S:1:pos:R:3:mulliken_charge:R:1
H -1.50823 0.65648 -1.14794 0.35
O 0.15394 -0.56946 -0.18048 -0.22
C -1.11188 -0.27316 -0.24211 0.59
C -1.64835 0.89429 0.32492 -0.50
H -2.74035 0.92720 0.39258 0.35
H -1.11702 1.37580 1.15927 0.31
In 1.74539 0.16230 0.01268 1.12
```

Record 5
Density functional theory data (wB97M-V/def2-TZVPD) for a structure of composition C2H3LaOP in a non-equilibrium geometry.

Results
Energy above the lowest of the compared OMol25 structures with the same formula, charge and spin (kJ/mol): 0.00
Net charge: +1
Kohn-Sham gap (alpha / beta) (Ha): 0.1991 / 0.1985

Geometry as XYZ:
```
8
Properties=species:S:1:pos:R:3:mulliken_charge:R:1
P 1.61208 -1.17905 -0.93334 -0.14
O -1.77592 0.45915 -0.29692 -0.63
C -3.01997 0.02073 -0.28822 0.13
H -3.76336 0.77000 -0.60554 0.30
C -3.46035 -1.16153 0.18126 -0.69
H -4.52668 -1.38597 0.15852 0.24
H -2.76931 -1.88379 0.62299 0.18
La 0.39588 0.80935 0.81634 1.62
```

Record 6
Density functional theory data (wB97M-V/def2-TZVPD) for a structure of composition C2H3LiO2 in a non-equilibrium geometry.

Results
Energy above the lowest of the compared OMol25 structures with the same formula, charge and spin (kJ/mol): 372.89
Kohn-Sham gap (Ha): 0.2710

Geometry as XYZ:
```
8
Properties=species:S:1:pos:R:3:nbo_charge:R:1
C -0.38799 0.85440 -0.00176 0.13
C 0.85249 0.20077 0.38910 -0.17
O 1.03190 -1.11288 0.16192 -1.00
O -1.23094 -0.04554 -0.52926 -0.79
H 1.09876 0.60567 1.40145 0.20
H -2.11324 0.32248 -0.65118 0.51
Li -0.47564 -1.91050 -0.36469 0.95
H 1.22467 1.08560 -0.40558 0.19
```

Record 7
Density functional theory data (wB97M-V/def2-TZVPD) for a structure of composition C2H3LiOSr in a non-equilibrium geometry.

Results
Multiplicity: 2
Energy above the lowest of the compared OMol25 structures with the same formula, charge and spin (kJ/mol): 144.14
Net charge: +1
Kohn-Sham gap (alpha / beta) (Ha): 0.2170 / 0.2353

Geometry as XYZ:
```
8
Properties=species:S:1:pos:R:3:nbo_charge:R:1
O -0.41275 0.27869 1.52543 -0.91
C -0.93322 0.97991 0.56606 -0.04
Li 0.21264 -1.71609 1.02243 0.95
Sr 1.65256 1.24753 0.54553 1.75
H -1.92356 1.41566 0.81596 0.12
C 0.49364 -0.49949 -1.03486 -1.21
H 0.55363 -0.15914 -2.08528 0.18
H 0.35706 -1.54707 -1.35527 0.15
```

Record 8
Density functional theory data (wB97M-V/def2-TZVPD) for the ion C2H3N2O with charge +1 in a non-equilibrium geometry.

Results
Energy above the lowest of the compared OMol25 structures with the same formula, charge and spin (kJ/mol): 181.60
Net charge: +1
SMILES: CC(=O)[N+]#N
Kohn-Sham gap (Ha): 0.4527

Geometry as XYZ:
```
8
Properties=species:S:1:pos:R:3:nbo_charge:R:1
C -0.59461 0.19597 -0.73658 -0.71
C -0.20194 -0.58006 0.55516 0.74
O -0.67172 -1.25810 1.37002 -0.29
N 1.30975 -0.10010 0.93678 0.02
N 2.22409 0.46654 1.09296 0.36
H -1.46830 -0.23512 -1.08889 0.29
H -0.02029 0.13350 -1.55619 0.28
H -0.57698 1.37737 -0.57327 0.31
```

Record 9
Density functional theory data (wB97M-V/def2-TZVPD) for a cluster of 2 separate species, C2H3N2O2 in total in a non-equilibrium geometry.

Results
Energy above the lowest of the compared OMol25 structures with the same formula, charge and spin (kJ/mol): 479.54
Net charge: -1
Kohn-Sham gap (alpha / beta) (Ha): 0.2318 / 0.1704

Geometry as XYZ:
```
9
Properties=species:S:1:pos:R:3:nbo_charge:R:1
C 0.00730 -0.17053 -0.60503 -0.53
C 1.07478 -0.39014 0.17196 -0.12
N 1.96155 0.56662 0.46070 -0.14
N -2.62669 0.79524 -0.55906 0.13
O -3.36254 0.11598 0.12757 -0.30
O 2.81716 0.28043 1.34990 -0.54
H -0.04843 0.85173 -1.14826 0.18
H -0.87073 -0.72216 -0.65497 0.18
H 1.04758 -1.32717 0.85719 0.13
```

Record 10
Density functional theory data (wB97M-V/def2-TZVPD) for a structure of composition C2H3N2O2 in a non-equilibrium geometry.

Results
Energy above the lowest of the compared OMol25 structures with the same formula, charge and spin (kJ/mol): 334.54
Net charge: -1
Kohn-Sham gap (Ha): 0.2931

Geometry as XYZ:
```
9
Properties=species:S:1:pos:R:3:nbo_charge:R:1
C -1.89075 0.17617 0.01788 0.42
C 1.28468 0.28896 0.03577 -0.26
N -2.72087 0.76535 -0.52046 -0.48
N -0.99821 -0.75011 0.63439 0.04
O -0.60296 -1.70021 -0.12703 -0.57
O 0.19602 0.53579 0.75910 -0.59
H 1.39334 0.98901 -0.75030 0.13
H 1.09776 -0.50067 -0.61648 0.19
H 2.24100 0.19571 0.56714 0.12
```

Record 11
Density functional theory data (wB97M-V/def2-TZVPD) for the ion C2H3N2O2 with charge -1 in a non-equilibrium geometry.

Results
Energy above the lowest of the compared OMol25 structures with the same formula, charge and spin (kJ/mol): 78.77
Net charge: -1
SMILES: O=C([O-])N1CN1
Kohn-Sham gap (Ha): 0.3031

Geometry as XYZ:
```
9
Properties=species:S:1:pos:R:3:nbo_charge:R:1
O 2.43257 -0.82907 0.27736 -0.78
C 1.59527 0.08142 -0.04668 0.86
O 1.68361 1.20069 -0.50599 -0.74
N 0.18968 -0.21792 0.39876 -0.39
C -0.98741 0.47100 0.02680 -0.11
N -0.84527 -0.91836 -0.37362 -0.47
H -0.98990 0.99451 -0.95823 0.18
H -1.71257 0.81051 0.83768 0.15
H -1.36597 -1.59277 0.34393 0.30
```

Record 12
Density functional theory data (wB97M-V/def2-TZVPD) for a cluster of 2 separate species, C2H3N2O2 in total in a non-equilibrium geometry.

Results
Multiplicity: 3
Energy above the lowest of the compared OMol25 structures with the same formula, charge and spin (kJ/mol): 389.57
Net charge: +1
Kohn-Sham gap (alpha / beta) (Ha): 0.4266 / 0.2368

Geometry as XYZ:
```
9
Properties=species:S:1:pos:R:3:nbo_charge:R:1
C -0.22075 -0.14832 -1.95179 0.10
C 0.27335 0.61939 1.28129 0.38
N -0.39393 0.99620 -2.13117 0.25
N -0.61895 0.22110 0.43735 -0.30
O -0.30349 0.57094 2.35790 -0.23
O -0.66960 2.09042 -2.28670 -0.13
H 0.14538 -1.04741 -2.14158 0.26
H 1.21773 1.17828 1.16626 0.23
H -1.60754 0.03942 0.65628 0.43
```